[1]
C2H3NOS2 | the ωB97M-V functional and the def2-TZVPD basis

Values from the calculation:
Highest occupied orbital energy = -8.86 eV
Frontier orbital gap = 0.306 Eh

Structure (XYZ):
```
9
Properties=species:S:1:pos:R:3:forces:R:3
C -0.630 -1.064 0.195 -2.353 -0.324 -0.381
C -0.202 1.260 0.463 0.961 -1.596 0.855
H 1.416 -1.179 -1.534 -0.054 0.986 0.893
H -1.531 -0.568 0.946 2.095 -2.174 -1.783
H -0.887 1.086 1.366 0.633 0.963 -1.622
N 0.216 0.002 -0.037 -3.039 0.812 2.253
O -0.611 -2.125 -0.419 -0.001 2.029 1.899
S 1.576 0.068 -0.904 2.636 -1.789 -2.966
S 0.654 2.520 -0.075 -0.880 1.092 0.853
```
Forces are in eV/Å.

Löwdin population analysis, charges in e, atoms 1 to 2: -0.339, -0.714

=====

[2]
C2H10N2O2 | the ωB97M-V functional and the def2-TZVPD basis

Values from the calculation:
SMILES = C/N=C\N.O.O
Highest occupied orbital energy = -8.82 eV
Frontier orbital gap = 0.356 Eh

Structure (XYZ):
```
16
Properties=species:S:1:pos:R:3:forces:R:3
C -0.116 -1.386 -0.984 0.117 1.587 -0.253
N 0.427 -0.498 0.057 0.394 -0.538 -0.752
C 1.694 -0.403 0.151 -0.960 -0.623 1.307
N 2.664 -1.160 -0.450 0.109 0.425 -0.401
H -0.905 -2.021 -0.597 -0.024 -0.034 0.045
H -0.526 -0.627 -1.662 -0.518 -0.599 -0.234
H 0.582 -1.948 -1.612 0.052 -0.285 0.300
H 2.001 0.260 0.946 0.629 0.300 -0.034
H 3.533 -1.308 0.026 0.016 0.071 -0.005
H 2.347 -1.886 -1.059 0.171 -0.296 -0.030
O -0.713 0.085 3.632 0.710 -0.324 0.453
H -0.116 -0.002 4.394 -0.242 -0.045 -0.450
H -1.367 0.704 3.940 -0.462 0.369 0.041
O -3.482 3.499 -2.104 -0.744 0.648 -0.263
H -3.142 3.828 -2.946 0.184 -0.354 0.362
H -2.882 2.864 -1.731 0.568 -0.301 -0.087
```
Forces are in eV/Å.

Löwdin population analysis, charges in e, atoms 1 to 2: -0.143, -0.035

=====

[3]
C29H33F6N4 | the ωB97M-V functional and the def2-TZVPD basis

Values from the calculation:
Net charge = +1
Highest occupied orbital energy = -10.47 eV
Frontier orbital gap = 0.206 Eh

Structure (XYZ):
```
72
Properties=species:S:1:pos:R:3:forces:R:3
C -0.062 -5.050 4.279 -0.021 -0.785 -0.698
N -0.236 -3.643 4.539 0.370 0.683 0.410
C -0.853 -3.292 5.812 0.544 -0.025 -0.151
C -2.324 -3.099 5.583 -1.792 0.168 -0.951
F -3.046 -2.774 6.685 0.955 -0.366 -1.028
F -2.508 -2.103 4.647 -0.009 -0.813 0.960
F -2.863 -4.245 5.040 0.381 1.125 0.656
C 0.195 -2.723 3.632 -0.227 0.154 0.061
C 0.634 -1.423 4.012 0.254 0.297 -0.121
C 1.233 -0.597 3.085 -0.333 -0.060 0.196
C 1.209 -0.897 1.682 0.039 0.237 -0.271
C 1.786 -0.020 0.735 -0.178 -0.785 0.700
C 1.950 -0.269 -0.654 0.379 -0.258 -1.094
C 1.983 0.823 -1.575 0.047 -0.008 0.503
C 2.104 0.626 -2.932 -0.038 -0.480 -0.339
C 2.207 -0.687 -3.469 -0.370 0.175 0.966
N 2.249 -0.910 -4.840 0.762 -0.227 -0.404
C 1.301 -0.242 -5.706 -0.429 0.080 -0.216
C 3.432 -1.458 -5.517 -0.243 0.416 0.536
C 3.557 -2.955 -5.446 -0.130 -1.579 0.074
F 4.443 -3.449 -6.369 -0.984 0.637 1.051
F 3.997 -3.354 -4.206 -0.275 0.086 -1.191
F 2.344 -3.561 -5.661 1.265 0.415 0.185
C 2.189 -1.774 -2.563 0.242 0.241 -0.383
C 2.133 -1.574 -1.200 -0.390 0.301 0.168
C 0.546 -2.110 1.307 0.341 -0.519 0.282
C 0.193 -3.049 2.248 0.115 -0.038 -0.392
H 0.939 -5.228 3.853 -0.320 0.006 0.157
H -0.145 -5.602 5.220 0.003 0.092 -0.341
H -0.814 -5.430 3.570 0.162 -0.052 0.316
H -0.729 -4.147 6.484 0.079 0.519 0.142
H -0.440 -2.363 6.216 -0.093 -0.363 0.195
H 0.563 -1.134 5.062 0.278 0.033 -0.418
H 1.736 0.315 3.418 -0.282 -0.272 -0.107
H 2.176 0.926 1.095 -0.225 -0.012 -0.016
H 1.889 1.834 -1.172 0.141 -0.360 -0.164
H 2.133 1.470 -3.625 -0.028 -0.164 0.328
H 0.849 0.621 -5.203 0.085 -0.220 -0.227
H 1.805 0.084 -6.620 -0.197 0.198 0.150
H 0.501 -0.940 -5.999 0.099 0.248 0.059
H 3.335 -1.214 -6.583 0.314 0.047 0.364
H 4.354 -1.042 -5.070 -0.232 -0.101 -0.460
H 2.185 -2.778 -2.973 0.202 0.151 0.186
H 2.215 -2.432 -0.534 0.034 0.243 -0.242
H 0.365 -2.322 0.255 -0.025 0.062 0.362
H -0.150 -4.040 1.940 -0.103 0.517 0.032
C -3.717 4.642 0.748 -0.331 0.194 0.090
N -3.270 3.649 -0.195 0.281 -0.562 0.268
C -4.220 3.336 -1.244 0.010 0.326 -0.068
C -3.398 2.624 -2.322 -0.208 -0.242 0.065
C -1.921 2.919 -2.018 0.199 0.185 0.195
C -1.927 3.783 -0.729 -0.315 0.512 -0.055
C -0.874 3.404 0.297 0.525 -0.336 -0.205
C -1.202 2.803 1.521 0.349 0.235 -0.210
C -0.180 2.594 2.453 0.528 0.105 -0.391
C 1.145 2.866 2.066 -0.892 -0.372 -0.085
N 1.472 3.210 0.816 0.101 0.781 0.165
C 0.497 3.551 -0.026 -0.939 -0.311 0.575
H -2.967 4.836 1.526 -0.151 -0.073 -0.233
H -3.984 5.603 0.265 0.180 -0.142 0.064
H -4.629 4.269 1.236 0.198 0.139 0.000
H -5.021 2.707 -0.833 0.087 0.168 -0.189
H -4.686 4.255 -1.649 0.066 -0.142 0.068
H -3.580 1.551 -2.251 0.007 0.029 -0.207
H -3.678 2.967 -3.318 -0.032 -0.153 0.049
H -1.358 1.989 -1.870 -0.063 0.256 -0.016
H -1.448 3.490 -2.823 -0.009 -0.239 0.088
H -1.745 4.844 -1.026 0.097 -0.319 0.125
H -2.241 2.516 1.706 0.397 0.261 0.051
H -0.375 2.185 3.443 -0.059 0.170 -0.210
H 1.969 2.721 2.770 -0.169 0.030 -0.226
H 0.781 3.913 -1.026 -0.028 -0.144 0.467
```
Forces are in eV/Å.

Löwdin population analysis, charges in e, atoms 1 to 2: -0.034, -0.115

=====

[4]
C3H8OS2 | the ωB97M-V functional and the def2-TZVPD basis

Values from the calculation:
SMILES = C1CSCS1.O
Highest occupied orbital energy = -8.57 eV
Frontier orbital gap = 0.337 Eh

Structure (XYZ):
```
14
Properties=species:S:1:pos:R:3:forces:R:3
C 2.388 -0.023 -1.037 0.207 -0.188 0.827
C 1.617 0.904 -1.966 0.199 -0.472 -1.054
S 0.009 1.360 -1.230 0.616 -0.342 -0.259
C 0.000 0.000 0.000 -0.882 0.992 0.823
S 1.210 -1.283 -0.344 0.205 1.017 -0.544
H 3.207 -0.592 -1.518 -0.503 0.403 0.024
H 2.830 0.573 -0.215 -0.257 -0.446 -0.211
H 1.426 0.354 -2.907 0.021 0.395 0.378
H 2.206 1.807 -2.218 -0.363 -0.380 0.293
H 0.210 0.527 0.951 0.023 -0.643 -0.275
H -1.054 -0.336 0.028 0.731 -0.328 0.011
O 1.245 0.077 3.570 -1.008 -0.147 0.671
H 0.377 -0.293 3.290 0.931 0.353 0.348
H 1.134 0.270 4.529 0.080 -0.213 -1.033
```
Forces are in eV/Å.

Löwdin population analysis, charges in e, atoms 1 to 2: -0.522, -0.565

=====

[5]
C7H5N5 | the ωB97M-V functional and the def2-TZVPD basis

Values from the calculation:
Highest occupied orbital energy (alpha / beta) = -8.17 / -8.17 eV
Frontier orbital gap (alpha / beta) = 0.274 / 0.274 Eh

Structure (XYZ):
```
17
Properties=species:S:1:pos:R:3:forces:R:3
C 5.033 0.286 -0.491 0.460 0.303 -0.228
C 2.727 -1.996 0.526 3.245 0.002 -0.185
C -1.453 -1.614 -0.368 1.801 1.577 0.825
C 3.892 0.894 -0.068 -0.995 0.000 0.531
C 1.416 -2.057 0.129 -1.998 0.616 0.186
C -0.550 -0.639 -0.036 0.161 3.291 -0.037
C -1.019 0.867 0.038 0.501 -1.844 -0.270
N 6.027 -0.084 -0.903 1.060 -0.450 -0.444
N 3.881 -1.863 0.702 -2.087 -0.442 0.201
N -2.241 -2.383 -0.565 -3.189 -3.226 -1.010
N 2.893 1.299 0.317 -0.338 0.361 -0.050
N 0.694 -0.922 0.201 2.871 2.239 -0.849
H 0.809 -2.870 -0.157 0.184 -1.391 -0.029
H -1.498 1.169 -0.920 0.544 -0.148 0.514
H -0.058 1.466 0.223 -1.938 -0.429 0.230
H -1.861 0.801 0.780 1.181 0.992 -0.240
H 1.347 -0.055 0.173 -1.462 -1.451 0.856
```
Forces are in eV/Å.

Löwdin population analysis, charges in e, atoms 1 to 2: -0.232, -0.237

=====

[6]
H31O15 | the ωB97M-V functional and the def2-TZVPD basis

Values from the calculation:
Net charge = +1
Highest occupied orbital energy = -12.95 eV
Frontier orbital gap = 0.372 Eh

Structure (XYZ):
```
46
Properties=species:S:1:pos:R:3:forces:R:3
O 1.517 3.561 -1.622 2.355 5.396 -1.084
H 2.471 -1.730 0.407 -4.945 1.534 -1.234
H 2.462 4.026 -1.687 -3.175 -1.879 0.185
O 2.471 -1.264 3.052 -4.900 -4.718 -0.626
H 3.110 -0.681 3.142 4.845 4.543 0.703
H 2.646 -1.966 3.689 0.045 0.139 -0.100
O 1.485 -1.494 -0.072 3.761 -0.677 0.978
H 2.879 2.502 -0.319 -0.255 -0.574 1.402
H 0.808 -1.076 0.517 1.527 -0.527 0.460
O 1.820 0.813 -1.871 2.412 0.271 -1.251
H 1.346 0.201 -1.335 -0.236 -0.911 0.703
H 2.748 0.373 -1.994 -2.148 0.826 0.189
O -1.718 2.765 2.488 -4.175 0.141 6.343
H -1.178 2.750 1.795 4.321 0.374 -3.746
H -1.365 3.085 3.384 -0.172 -0.598 -2.764
O 2.468 2.359 0.570 0.010 1.147 -0.680
H -0.639 -0.927 2.461 -0.217 1.480 5.139
H -3.335 1.515 -0.111 -0.425 0.509 -0.991
O -0.648 -1.093 1.590 -0.189 -1.964 -6.407
H -0.689 -2.056 1.473 0.254 0.250 0.150
H -2.819 1.185 1.238 -0.217 -1.658 -2.281
O 0.398 -4.092 -0.046 2.420 -0.848 -4.636
H 1.385 -4.231 -0.357 -3.201 0.574 1.457
H 0.340 -4.037 0.858 0.512 -0.090 3.244
O -3.017 0.721 0.308 0.580 2.743 3.355
H 1.858 3.137 0.570 0.653 -0.847 0.219
H -3.853 -0.694 0.743 2.840 -2.844 -0.046
O 4.174 -0.472 -1.802 0.381 0.438 -1.556
H -0.618 1.949 -4.146 -0.929 -0.291 -1.640
O -1.045 -0.366 -2.361 -0.938 -0.791 -0.156
H -0.689 -0.388 -1.479 0.492 -0.289 0.535
H -1.409 0.525 -2.394 0.263 0.467 -0.487
O -3.285 -1.995 -1.799 3.588 0.780 -1.058
H -3.997 -1.956 -2.409 -1.302 -0.024 -0.712
H -2.396 -1.658 -2.370 -2.347 -0.406 2.391
O -3.207 -1.601 0.675 0.145 3.039 -2.112
H -2.183 -1.149 0.613 -3.465 -1.306 0.966
H -3.410 -1.768 -0.530 0.864 -0.201 1.015
O -0.308 2.166 -3.293 2.926 0.124 0.519
H 1.592 2.675 -1.399 0.528 -3.076 0.161
H 0.705 2.064 -3.452 -2.472 0.238 1.070
O -1.275 -0.081 3.812 -0.256 0.247 -1.387
H -1.753 0.652 4.173 -0.235 0.417 0.464
H -0.899 -0.610 4.481 0.442 -0.575 1.679
H 3.758 -1.251 -1.462 -0.179 -0.476 0.731
H 4.467 0.131 -1.129 0.212 -0.111 0.899
```
Forces are in eV/Å.

Löwdin population analysis, charges in e, atoms 1 to 2: -0.094, 0.161

=====

Let's list relative energy (zero: lowest compared OMol25 entry of this formula, charge and spin) in order: 2.2395; 1.0790; 0.0000; 0.1598; 4.5117; 5.7357 eV.